Below is an isolated molecule of C5H7NS at a distorted geometry, with properties calculated with ωB97M-V with the def2-TZVPD basis set.

XYZ file:
```
14
Properties=species:S:1:pos:R:3:nbo_charge:R:1
C -2.4151 -0.8082 -0.9811 -0.390
C -1.4278 -1.0563 -0.0988 -0.223
C -0.2248 -0.3076 0.1266 -0.309
C 0.2574 0.5764 -0.9097 -0.222
S 1.5344 1.6342 -0.9689 -0.087
C 0.6085 -0.4863 1.2490 0.178
N 0.1214 -1.1730 2.3385 -0.779
H -3.3099 -1.4386 -1.1310 0.216
H -2.2066 0.1075 -1.6921 0.189
H -1.6908 -1.9290 0.5344 0.197
H -0.3218 0.4560 -1.8191 0.185
H 1.6122 -0.1165 1.4049 0.227
H -0.9691 -1.3218 2.3690 0.416
H 0.6956 -1.2020 3.1517 0.403
```

Summary:
**E**: -17621.7609 eV
**Charge**: 0
**HOMO level**: -7.82 eV
**SMILES**: C=C/C(C=S)=C\N
**Energy relative to the best compared isomer or geometry (same formula, charge and spin)**: 181.8 kJ/mol